[1]
ORCA calculation (ωB97M-V/def2-TZVPD) on a cluster of 12 separate species, C38H69Cl10N7 in total.

Strongest force on any atom, eV Å⁻¹: 4.95
Relative energy (zero: lowest compared OMol25 entry of this formula, charge and spin), kcal per mole: 100.6
Electronic energy, eV: -176175.818
LUMO, eV: -0.09
HOMO-LUMO gap, hartree: 0.3909

```
! RIJCOSX wB97M-V def2-TZVPD def2/J DEFGRID3
* xyz 0 1
C -3.90 -4.10 8.14
C -3.21 -2.79 8.05
C -2.91 -2.16 9.42
C -4.05 -2.28 10.36
N -4.88 -2.34 11.16
H -3.94 -4.62 7.19
H -4.95 -4.06 8.43
H -3.44 -4.69 8.93
H -3.97 -2.25 7.48
H -2.24 -2.83 7.54
H -2.80 -1.09 9.26
H -1.99 -2.45 9.93
C 2.75 -4.71 4.80
C 3.65 -5.28 3.73
C 3.16 -6.67 3.18
C 1.85 -6.48 2.57
N 0.79 -6.40 2.10
H 2.79 -5.37 5.66
H 1.70 -4.82 4.54
H 3.07 -3.75 5.22
H 4.65 -5.39 4.16
H 3.75 -4.51 2.96
H 3.13 -7.47 3.92
H 3.75 -6.96 2.31
C 4.55 0.64 -10.35
C 4.12 -0.28 -11.49
C 5.22 -0.72 -12.39
C 5.92 0.32 -13.09
N 6.53 1.05 -13.68
H 4.93 1.57 -10.77
H 5.37 0.21 -9.77
H 3.75 0.83 -9.64
H 3.28 0.21 -11.98
H 3.52 -1.06 -11.03
H 4.75 -1.35 -13.15
H 5.92 -1.41 -11.92
C -5.54 4.84 7.29
C -5.54 3.47 6.66
C -6.79 3.11 5.88
C -6.55 1.81 5.16
N -6.43 0.79 4.62
H -6.11 5.56 6.70
H -4.54 5.27 7.26
H -6.08 4.83 8.23
H -5.25 2.67 7.34
H -4.84 3.51 5.83
H -7.00 3.92 5.17
H -7.68 3.07 6.51
C -0.18 8.91 -4.22
C 0.73 7.58 -4.43
C 0.65 7.01 -5.82
C 1.46 7.79 -6.78
N 2.07 8.41 -7.50
H 0.24 9.73 -4.80
H -0.14 9.31 -3.21
H -1.20 8.75 -4.59
H 0.31 6.84 -3.75
H 1.78 7.70 -4.16
H -0.41 7.06 -6.09
H 0.88 5.94 -5.79
C 6.30 3.52 1.66
C 6.95 3.10 0.43
C 8.16 3.95 0.00
C 8.94 3.12 -0.90
N 9.62 2.43 -1.51
H 5.73 4.42 1.44
H 6.85 3.81 2.55
H 5.62 2.72 1.97
H 6.17 3.09 -0.34
H 7.33 2.09 0.55
H 8.80 4.26 0.82
H 7.86 4.91 -0.44
C -0.62 -0.94 1.36
C -1.21 -1.56 0.14
C -0.09 -1.91 -0.92
C 0.56 -0.88 -1.75
N 1.12 -0.07 -2.44
H 0.26 -0.36 1.09
H -0.46 -1.61 2.20
H -1.40 -0.34 1.83
H -1.92 -0.96 -0.43
H -1.81 -2.45 0.34
H -0.53 -2.51 -1.71
H 0.70 -2.49 -0.45
Cl -7.79 -8.10 3.08
C -8.33 -6.73 2.10
C -7.12 -5.92 1.46
Cl -6.30 -6.86 0.20
H -8.87 -6.13 2.84
H -9.06 -7.06 1.36
H -6.36 -5.73 2.21
H -7.44 -4.95 1.09
Cl -4.71 2.45 -3.37
C -5.92 3.57 -2.93
C -6.29 3.45 -1.46
Cl -5.06 4.14 -0.26
H -6.73 3.21 -3.56
H -5.67 4.59 -3.24
H -6.45 2.42 -1.14
H -7.21 4.04 -1.42
Cl 6.49 -2.96 -2.39
C 6.81 -2.62 -4.19
C 6.84 -3.90 -5.06
Cl 8.18 -4.91 -4.61
H 7.76 -2.11 -4.31
H 5.98 -1.98 -4.51
H 7.06 -3.52 -6.06
H 5.91 -4.46 -5.11
Cl 1.39 5.37 9.85
C 1.24 5.12 8.05
C 0.54 3.80 7.77
Cl 1.58 2.53 8.13
H 2.25 5.23 7.66
H 0.73 5.98 7.63
H 0.20 3.80 6.74
H -0.33 3.70 8.42
Cl -4.65 -5.77 -7.83
C -3.14 -6.12 -6.95
C -1.98 -5.23 -7.47
Cl -0.48 -5.27 -6.63
H -2.98 -7.20 -6.94
H -3.38 -5.79 -5.94
H -2.32 -4.20 -7.48
H -1.76 -5.62 -8.47
*
```

Results of the Mulliken charge analysis, in e, for atoms 1 through 99: -1.308 -0.214 -0.405 0.207 -0.416 0.367 0.368 0.326 0.208 0.290 0.270 0.305 -1.184 -0.383 -0.335 0.205 -0.443 0.323 0.339 0.329 0.313 0.303 0.297 0.237 -1.159 -0.516 -0.326 0.258 -0.386 0.324 0.299 0.347 0.294 0.349 0.235 0.281 -1.206 -0.348 -0.407 0.176 -0.429 0.336 0.313 0.333 0.353 0.268 0.286 0.326 -1.067 -0.510 -0.423 0.259 -0.378 0.316 0.328 0.313 0.299 0.330 0.236 0.297 -1.279 -0.279 -0.415 0.211 -0.403 0.314 0.365 0.319 0.244 0.344 0.277 0.303 -1.045 -0.279 -0.627 0.310 -0.479 0.329 0.288 0.300 0.289 0.318 0.294 0.303 -0.174 -0.436 -0.409 -0.180 0.277 0.326 0.290 0.306 -0.176 -0.424 -0.412 -0.203 0.259 0.336 0.336

=====

[2]
ORCA calculation (ωB97M-V/def2-TZVPD) on a cluster of 12 separate species, C38H69Cl10N7 in total.

Strongest force on any atom, eV Å⁻¹: 2.82
Relative energy (zero: lowest compared OMol25 entry of this formula, charge and spin), kcal per mole: 31.5
Electronic energy, eV: -176178.814
LUMO, eV: 0.42
HOMO-LUMO gap, hartree: 0.3911

```
! RIJCOSX wB97M-V def2-TZVPD def2/J DEFGRID3
* xyz 0 1
C -0.42 -7.35 -1.04
C 0.66 -7.39 0.06
C 0.89 -6.11 0.82
C 1.05 -4.88 0.01
N 1.16 -3.92 -0.64
H -1.39 -6.97 -0.70
H -0.61 -8.35 -1.42
H -0.15 -6.75 -1.91
H 1.57 -7.77 -0.41
H 0.32 -8.12 0.79
H 1.74 -6.21 1.50
H 0.03 -6.06 1.48
C 0.88 -3.21 4.71
C -0.08 -3.94 3.74
C -1.55 -3.59 3.80
C -2.46 -4.36 2.93
N -3.14 -4.94 2.19
H 0.87 -2.15 4.48
H 1.88 -3.59 4.50
H 0.56 -3.36 5.74
H 0.13 -5.00 3.85
H 0.17 -3.86 2.68
H -1.67 -2.51 3.65
H -1.98 -3.79 4.79
C -2.37 4.39 -1.24
C -3.24 4.84 -0.09
C -2.91 6.21 0.59
C -1.67 6.37 1.42
N -0.70 6.51 2.05
H -2.63 3.41 -1.63
H -1.31 4.41 -1.01
H -2.57 5.07 -2.07
H -3.29 4.06 0.66
H -4.28 4.91 -0.42
H -3.72 6.48 1.27
H -2.82 7.02 -0.14
C -5.02 -1.18 0.73
C -4.53 -0.13 1.75
C -5.19 1.24 1.54
C -5.06 1.79 0.14
N -5.01 2.21 -0.95
H -4.55 -2.14 0.92
H -4.62 -0.81 -0.22
H -6.10 -1.26 0.64
H -3.46 -0.16 1.90
H -4.94 -0.49 2.69
H -4.85 1.95 2.30
H -6.26 1.07 1.66
C -3.39 1.33 -3.61
C -2.80 1.14 -4.99
C -1.44 0.31 -5.18
C -0.39 0.70 -4.20
N 0.44 0.94 -3.46
H -2.64 1.62 -2.88
H -3.75 0.39 -3.20
H -4.22 2.03 -3.65
H -2.57 2.16 -5.29
H -3.47 0.57 -5.64
H -0.91 0.44 -6.12
H -1.71 -0.74 -5.15
C 3.05 5.12 -5.28
C 2.52 5.26 -3.84
C 1.38 4.21 -3.64
C 0.25 4.21 -4.58
N -0.64 4.26 -5.32
H 2.30 5.20 -6.07
H 3.46 4.13 -5.49
H 3.88 5.79 -5.49
H 1.86 6.11 -3.68
H 3.25 5.45 -3.06
H 0.99 4.37 -2.63
H 1.84 3.22 -3.72
C 0.15 1.77 -0.07
C 1.10 0.78 0.64
C 0.90 -0.73 0.38
C -0.43 -1.24 0.76
N -1.46 -1.67 1.11
H 0.54 2.79 -0.18
H -0.81 1.77 0.43
H 0.04 1.33 -1.06
H 0.91 1.05 1.68
H 2.11 1.06 0.37
H 1.47 -1.28 1.13
H 1.09 -1.01 -0.66
Cl 2.13 3.60 2.11
C 1.08 3.95 3.52
C -0.39 3.45 3.33
Cl -0.46 1.73 3.49
H 1.06 5.03 3.67
H 1.56 3.55 4.41
H -0.69 3.75 2.32
H -1.21 3.79 3.96
Cl -3.04 -3.16 -2.87
C -2.68 -4.10 -1.41
C -3.72 -5.24 -1.29
Cl -5.41 -4.72 -1.07
H -2.57 -3.50 -0.50
H -1.73 -4.62 -1.50
H -3.44 -5.86 -0.45
H -3.68 -5.79 -2.23
Cl 3.88 -1.04 -1.99
C 3.91 0.79 -2.18
C 4.63 1.39 -0.95
Cl 4.96 3.12 -1.24
H 2.89 1.12 -2.39
H 4.46 1.05 -3.08
H 5.63 0.96 -0.87
H 4.13 1.23 0.00
Cl 3.03 0.07 3.52
C 4.23 1.36 3.67
C 5.40 0.98 4.63
Cl 4.82 0.34 6.17
H 3.73 2.25 4.06
H 4.52 1.63 2.65
H 6.16 1.73 4.88
H 6.02 0.17 4.25
Cl 5.69 -1.38 2.10
C 5.84 -2.69 0.89
C 4.40 -3.22 0.60
Cl 3.73 -4.08 2.00
H 6.51 -3.46 1.28
H 6.31 -2.28 -0.01
H 4.36 -3.89 -0.26
H 3.70 -2.42 0.36
*
```

Results of the Mulliken charge analysis, in e, for atoms 1 through 99: -0.899 -0.782 0.138 0.248 -0.490 0.007 0.421 0.335 0.342 0.362 0.384 0.020 -1.223 0.288 -0.298 0.170 -0.543 0.128 0.310 0.401 0.384 -0.275 0.146 0.500 -0.376 -0.299 -0.768 0.301 -0.466 -0.269 0.116 0.488 0.072 0.512 0.381 0.321 -0.692 -0.131 -0.481 0.284 -0.498 0.093 0.053 0.381 0.034 0.326 0.307 0.338 -0.224 -0.669 -0.573 0.115 -0.281 -0.323 0.213 0.443 0.324 0.328 0.315 0.334 -1.216 -0.465 0.412 0.169 -0.559 0.345 0.308 0.349 0.301 0.393 0.039 -0.085 -0.756 1.185 0.827 -0.752 -0.074 0.369 0.201 -0.008 -0.312 -0.962 -0.250 0.362 -0.106 -0.741 -0.013 -0.074 0.484 0.412 -0.351 0.469 -0.172 0.439 -0.499 -0.195 -0.239 0.011 0.151

=====

[3]
ORCA calculation (ωB97M-V/def2-TZVPD) on a structure of composition C38H69MgO14.

Strongest force on any atom, eV Å⁻¹: 3.03
Electronic energy, eV: -74630.301
LUMO, eV: -2.90
HOMO-LUMO gap, hartree: 0.2788

```
! RIJCOSX wB97M-V def2-TZVPD def2/J DEFGRID3
* xyz 1 1
Mg -1.75 0.09 -2.56
C 0.58 -0.94 0.38
C -0.24 0.34 0.28
O -0.78 0.54 -0.97
H 1.43 -0.90 -0.30
H -0.09 -1.77 0.16
H 0.84 -1.02 1.45
H 0.42 1.20 0.56
H -1.04 0.41 1.06
C 2.74 2.04 -3.14
C 3.78 1.71 -4.24
C 4.33 0.33 -3.86
O 3.99 0.11 -2.50
C 2.78 0.82 -2.22
H 1.74 2.19 -3.54
H 3.12 2.92 -2.62
H 4.58 2.44 -4.31
H 3.30 1.67 -5.22
H 5.38 0.19 -4.10
H 3.80 -0.46 -4.43
H 2.70 0.99 -1.15
H 1.98 0.10 -2.48
C -1.06 -4.61 3.97
C -1.62 -3.49 3.10
C -1.69 -2.29 4.04
O -1.98 -2.84 5.31
C -1.34 -4.12 5.43
H 0.03 -4.69 3.88
H -1.46 -5.62 3.85
H -2.62 -3.83 2.81
H -1.01 -3.30 2.22
H -2.42 -1.55 3.71
H -0.69 -1.83 4.14
H -2.02 -4.82 5.91
H -0.44 -3.95 6.02
C -1.90 1.09 5.53
C -1.11 1.55 4.30
C -2.04 2.46 3.51
O -2.93 3.01 4.46
C -3.16 2.02 5.44
H -1.33 1.33 6.42
H -2.26 0.07 5.48
H -0.66 0.75 3.70
H -0.23 2.13 4.60
H -2.57 1.88 2.73
H -1.48 3.24 2.99
H -4.01 1.43 5.09
H -3.41 2.48 6.39
C 0.48 5.25 -2.50
C 0.56 4.51 -1.18
C -0.88 4.05 -1.05
O -1.62 5.20 -1.37
C -0.93 5.88 -2.43
H 0.53 4.60 -3.38
H 1.22 6.04 -2.66
H 0.78 5.20 -0.37
H 1.26 3.67 -1.16
H -1.15 3.68 -0.05
H -1.15 3.19 -1.68
H -0.85 6.94 -2.19
H -1.50 5.82 -3.37
C 3.77 -2.98 1.22
C 3.26 -4.38 0.83
C 4.43 -5.00 0.07
O 5.58 -4.37 0.63
C 5.24 -2.98 0.74
H 3.78 -2.77 2.28
H 3.20 -2.23 0.67
H 2.29 -4.35 0.32
H 3.10 -4.91 1.77
H 4.41 -4.78 -1.01
H 4.51 -6.07 0.25
H 5.36 -2.53 -0.25
H 5.92 -2.50 1.44
O -3.17 1.51 -2.34
C -4.06 2.21 -2.75
O -5.19 1.67 -3.12
C -6.17 2.68 -3.49
C -5.34 3.92 -3.76
C -4.08 3.72 -2.92
H -6.86 2.82 -2.65
H -6.73 2.36 -4.35
H -5.91 4.83 -3.57
H -5.04 3.98 -4.81
H -4.17 4.05 -1.88
H -3.16 4.06 -3.37
O -0.42 -1.24 -3.18
C 0.35 -2.16 -3.28
O 0.37 -3.13 -2.40
C 1.47 -4.04 -2.65
C 2.38 -3.35 -3.68
C 1.41 -2.36 -4.33
H 1.07 -5.01 -2.97
H 2.03 -4.22 -1.73
H 2.74 -4.08 -4.40
H 3.20 -2.82 -3.21
H 0.92 -2.82 -5.20
H 1.76 -1.39 -4.66
O -2.98 -1.24 -1.61
C -3.63 -2.00 -0.96
O -4.57 -2.69 -1.56
C -5.09 -3.72 -0.65
C -4.88 -3.11 0.72
C -3.56 -2.38 0.51
H -4.50 -4.62 -0.79
H -6.13 -3.84 -0.91
H -4.85 -3.83 1.53
H -5.66 -2.36 0.88
H -2.64 -2.97 0.54
H -3.38 -1.51 1.14
O 6.17 2.60 3.04
C 5.05 2.45 2.64
O 4.51 1.22 2.50
C 3.13 1.29 2.06
C 3.00 2.71 1.50
C 4.04 3.52 2.26
H 2.47 1.11 2.91
H 3.00 0.54 1.28
H 1.95 3.02 1.57
H 3.20 2.73 0.42
H 3.64 3.96 3.17
H 4.52 4.27 1.64
*
```

Results of the Mulliken charge analysis, in e, for atoms 1 through 99: 1.399 0.100 0.679 -0.723 -0.714 -0.029 0.554 -0.592 -0.145 0.008 -0.753 -0.288 -0.414 1.601 0.084 0.202 0.295 0.274 0.408 0.008 -0.579 -1.005 -0.668 0.783 -0.146 -0.491 -0.530 0.139 0.380 -0.131 -0.260 0.282 0.048 0.271 0.329 -0.299 0.203 -0.154 -0.459 -0.638 0.387 -0.099 -0.191 0.331 0.105 0.220 0.322 0.317 -0.650 0.485 0.030 -0.484 -0.470 0.142 0.463 0.307 -0.412 0.055 0.029 0.306 0.246 0.703 -0.493 -0.358 -0.446 -0.656 0.366 -0.755 0.180 0.301 0.161 0.355 0.315 0.320 -0.130 -0.051 -0.379 -0.434 -0.729 0.045 0.280 0.348 0.358 0.291 0.308 0.107 -0.390 0.429 -0.267 0.213 -0.582 -0.518 0.342 -0.393 0.495 0.194 0.390 0.252 -0.297